No. 1
Molecular formula: C11H20I2LuN3O
Method: DFT, wB97M-V/def2-TZVPD

F_max (eV/Å): 5.45
Gap between HOMO and LUMO (spin up / spin down) (eV): 2.443 / 3.216
Energy above the lowest of the compared OMol25 structures with the same formula, charge and spin (kJ/mol): 261.19
Total charge: -2
HOMO level (spin up / spin down) (Ha): 0.071 / 0.043

Element x y z (Å)
Lu 0.7049 0.6822 1.7166
I 2.0778 -2.9492 -4.9610
I 3.4654 0.4720 2.1637
O 0.5242 -0.2952 -0.2137
N -0.8360 2.5784 -0.1399
N -0.7173 -0.7279 1.9002
N 1.1423 3.1793 -0.7372
C -1.4257 -2.0288 1.9378
C -0.7661 -2.8298 3.0505
C -2.8610 -1.6815 2.2846
C -1.3861 -2.8362 0.6520
C 0.2332 3.8003 -1.5913
C 2.5861 3.1916 -0.9172
C -0.9725 3.4251 -1.2194
C 0.4755 2.4992 0.2380
C 3.5550 -1.7518 -4.4534
C 0.1860 -1.1546 -0.8067
C -1.9178 1.8505 0.5180
H -1.9571 3.6759 -1.5979
H -0.3488 -3.0405 0.3178
H -3.3239 -1.1271 1.4604
H -2.8785 -1.0284 3.1633
H -1.8011 0.7485 0.4144
H 2.6593 -1.7843 -3.1827
H 4.3994 -2.4771 -4.4872
H 2.9383 4.2164 -1.1338
H 3.5380 -0.7778 -5.0006
H 2.8900 2.5546 -1.7708
H 3.0863 2.8054 -0.0155
H -1.9565 2.0628 1.6081
H -1.9158 -2.3410 -0.1723
H -1.3152 -3.7563 3.2527
H -3.4566 -2.5774 2.4906
H 0.2627 -3.0901 2.7735
H -0.7124 -2.2378 3.9691
H -2.8940 2.1218 0.0683
H 0.5802 4.4453 -2.3832
H -1.8620 -3.8165 0.8040

***

No. 2
Molecular formula: C45H49CaN6O4
Method: DFT, wB97M-V/def2-TZVPD

F_max (eV/Å): 1.16
Gap between HOMO and LUMO (eV): 6.603
Total charge: -1
HOMO level (Ha): -0.158

Element x y z (Å)
Ca 0.4778 0.0692 -0.3112
O -3.3340 -0.3955 0.0674
O -1.2428 0.8382 -1.3334
O 1.0106 2.3070 -0.4109
O 2.2563 0.6034 0.9742
N -0.3450 -1.6279 -1.7126
N 2.5822 1.7996 1.1891
N 2.0922 -2.1206 0.1167
N 1.9233 2.6522 0.4818
N -0.3010 -1.0051 1.7339
N 1.4359 0.1792 -2.5833
C -1.6034 -3.4664 -3.3275
C 2.5704 -3.3285 2.0231
C -0.6346 -2.6215 -3.8489
C -1.3348 2.5573 1.5773
C -4.9167 1.1242 0.9030
C 2.6132 6.7864 0.9757
C 1.4015 -0.6592 -4.8148
C 5.2797 -3.5966 -1.2717
C 1.6852 -2.4272 1.4058
C 2.7392 1.2458 -4.2805
C -4.4278 2.5384 -1.6792
C 3.0755 4.5155 1.6630
C -2.9308 3.2684 -3.3946
C 2.2878 1.1306 -2.9781
C 4.0313 -2.7142 -1.3331
C 3.2778 5.8808 1.7988
C -2.2870 -1.7577 3.0084
C 0.5684 -1.9009 2.1079
C 2.2922 0.3228 -5.2101
C -0.0295 -1.7011 -3.0096
C 4.4749 -1.2549 -1.5213
C 1.5245 4.9414 -0.1362
C 3.1718 -3.1758 -2.5191
C -3.4813 1.6236 -1.1979
C -4.1844 3.3561 -2.7670
C 2.1973 4.0538 0.6847
C -3.3545 -1.4255 3.8404
C -0.6434 1.6870 2.6399
C 3.5638 -3.5806 1.0905
C -2.1806 1.5703 -1.7954
C 0.9804 -0.6983 -3.4938
C -3.4448 -3.5927 1.7317
C -1.3837 -0.7486 2.6290
C -3.5427 -0.1317 4.2979
C -1.2993 -2.4190 -1.2212
C -0.1538 2.5462 3.8075
C -1.9604 2.4150 -2.9253
C 1.7376 6.3087 0.0131
C -2.1862 -3.1951 2.5150
C -1.9563 -3.3592 -1.9943
C -2.6502 0.8554 3.9093
C -1.9256 -4.1722 3.6637
C -1.5738 0.5672 3.0800
C -3.8467 0.6978 -0.0889
C 3.2232 -2.8147 -0.0555
H -5.4020 2.5821 -1.2034
H 2.1747 -2.7461 -2.4527
H 4.9080 -1.0984 -2.5167
H 3.9589 6.2414 2.5614
H -0.3708 -2.6851 -4.8951
H -4.3808 0.1069 4.9411
H -2.7234 3.8869 -4.2622
H 1.0438 -1.3842 -5.5314
H -2.0901 -4.1910 -3.9698
H 3.6235 -2.8819 -3.4748
H -0.9456 3.2102 4.1744
H 2.6022 1.8275 -2.2092
H 3.0631 -4.2654 -2.5079
H 3.6288 -0.5829 -1.3877
H -2.7937 1.8747 4.2565
H 0.6817 3.1751 3.4827
H 2.6287 0.3669 -6.2387
H 4.4174 -4.2326 1.2085
H 3.4239 2.0381 -4.5522
H -3.6804 -2.8412 0.9717
H -4.3110 -3.6842 2.3955
H -4.8258 0.4953 1.7886
H -2.2938 2.9221 1.9621
H 2.7770 7.8527 1.0895
H -2.7251 -3.9825 -1.5580
H -5.9102 0.9762 0.4655
H -0.7185 3.4236 1.3182
H -2.7239 -4.1149 4.4110
H 5.8242 -3.5264 -2.2198
H -0.9819 2.3608 -3.3940
H -3.2976 -4.5629 1.2432
H 3.5824 3.8061 2.3017
H -0.9792 -3.9520 4.1651
H -1.8811 -5.2010 3.2907
H 2.4828 -3.7186 3.0289
H -4.0591 -2.1986 4.1310
H 1.2067 7.0020 -0.6292
H 0.8346 4.5430 -0.8666
H 0.1858 1.9279 4.6432
H -4.8183 2.1771 1.1744
H -4.9412 4.0395 -3.1277
H 5.2239 -0.9896 -0.7681
H 5.9521 -3.2804 -0.4683
H -1.5548 -2.2601 -0.1800
H -1.3449 -3.2734 1.8351
H 0.2331 1.2217 2.1950
H 5.0159 -4.6451 -1.1075
H -1.5264 2.0021 0.6538
H 0.4878 -2.3120 3.1186

***

No. 3
Molecular formula: C21H30ClN3O2
Method: DFT, wB97M-V/def2-TZVPD

F_max (eV/Å): 0.22
Gap between HOMO and LUMO (eV): 9.169
Energy above the lowest of the compared OMol25 structures with the same formula, charge and spin (kJ/mol): 22.41
SMILES: Cc1ccc(CC(=O)NCC(C)(C)NC(=O)[C@H]2CCN3CC[C@H]2C3)c(Cl)c1
HOMO level (Ha): -0.318

Element x y z (Å)
Cl 2.2242 1.3800 3.6328
O 0.7351 0.3027 -0.1112
O 0.5358 -2.5195 4.1988
N 1.2652 -1.8196 -0.6841
N 0.7672 -1.4678 2.2179
N -2.7752 0.2481 -2.2232
C -1.7707 1.1041 -1.5838
C 2.2502 -2.1316 0.3705
C -0.7245 4.3349 0.5472
C 3.0467 -3.3337 -0.1416
C -0.5429 0.9454 -2.4871
C 0.5866 2.8165 2.0582
C -2.3907 -1.1502 -2.0013
C -2.6617 0.6206 -3.6432
C 0.3631 -1.5309 3.5037
C 0.6783 1.7233 2.9002
C -1.0296 -1.5212 -2.6088
C -0.6261 3.1457 1.4630
C -1.6221 1.2527 2.5797
C -0.3202 -0.2936 4.0793
C 3.2115 -0.9691 0.6184
C 1.5301 -2.5595 1.6489
C -1.1922 1.0795 -3.8757
C 0.7020 -0.6103 -0.9254
C -1.7324 2.3537 1.7455
C -0.4153 0.9044 3.1794
C 0.0501 -0.4601 -2.3006
H 2.3881 -4.1802 -0.3507
H 3.6773 -0.6645 -0.3206
H 2.7247 -0.1028 1.0562
H -1.6797 4.3484 0.0230
H -1.3166 -0.6105 4.3895
H -2.9542 -0.2176 -4.2769
H 0.0736 4.3225 -0.1962
H -1.5996 0.8083 -0.5512
H -2.4953 0.6430 2.7810
H 3.7721 -3.6509 0.6065
H 0.8653 -0.5899 -3.0218
H -3.3521 1.4404 -3.8452
H -2.6896 2.5911 1.2968
H -2.3792 -1.3137 -0.9203
H -0.7430 -2.5158 -2.2631
H 3.9957 -1.3070 1.2973
H -1.1641 2.1190 -4.2044
H -0.6383 5.2676 1.1078
H 0.8783 -3.4122 1.4344
H -0.6826 0.4849 -4.6364
H -1.1304 -1.5930 -3.6933
H 0.6357 -0.6265 1.6683
H -3.1641 -1.8003 -2.4160
H 0.2290 -0.0577 4.9917
H 0.2215 1.6985 -2.2997
H 1.1862 -2.5048 -1.4158
H 1.4716 3.4089 1.8647
H -2.1213 2.1403 -1.5942
H 3.5852 -3.0723 -1.0538
H 2.2635 -2.8978 2.3846

***

No. 4
Molecular formula: CH4OS
Method: DFT, wB97M-V/def2-TZVPD

F_max (eV/Å): 6.56
Gap between HOMO and LUMO (spin up / spin down) (eV): 5.177 / 6.982
Energy above the lowest of the compared OMol25 structures with the same formula, charge and spin (kJ/mol): 144.78
Spin multiplicity: 3
<S²>: 2.01
HOMO level (spin up / spin down) (Ha): -0.158 / -0.364

Element x y z (Å)
S -1.6514 0.1511 -0.0404
O 1.1277 0.6239 -0.0225
C 0.3043 -0.3908 -0.1123
H 1.2676 1.2426 -0.8396
H 0.2875 -0.9807 -1.0663
H 0.4483 -0.7710 0.8402
H -1.7840 0.1248 1.2410

***

Copy entry 1 word for word.
Molecular formula: C11H20I2LuN3O
Method: DFT, wB97M-V/def2-TZVPD

F_max (eV/Å): 5.45
Gap between HOMO and LUMO (spin up / spin down) (eV): 2.443 / 3.216
Energy above the lowest of the compared OMol25 structures with the same formula, charge and spin (kJ/mol): 261.19
Total charge: -2
HOMO level (spin up / spin down) (Ha): 0.071 / 0.043

Element x y z (Å)
Lu 0.7049 0.6822 1.7166
I 2.0778 -2.9492 -4.9610
I 3.4654 0.4720 2.1637
O 0.5242 -0.2952 -0.2137
N -0.8360 2.5784 -0.1399
N -0.7173 -0.7279 1.9002
N 1.1423 3.1793 -0.7372
C -1.4257 -2.0288 1.9378
C -0.7661 -2.8298 3.0505
C -2.8610 -1.6815 2.2846
C -1.3861 -2.8362 0.6520
C 0.2332 3.8003 -1.5913
C 2.5861 3.1916 -0.9172
C -0.9725 3.4251 -1.2194
C 0.4755 2.4992 0.2380
C 3.5550 -1.7518 -4.4534
C 0.1860 -1.1546 -0.8067
C -1.9178 1.8505 0.5180
H -1.9571 3.6759 -1.5979
H -0.3488 -3.0405 0.3178
H -3.3239 -1.1271 1.4604
H -2.8785 -1.0284 3.1633
H -1.8011 0.7485 0.4144
H 2.6593 -1.7843 -3.1827
H 4.3994 -2.4771 -4.4872
H 2.9383 4.2164 -1.1338
H 3.5380 -0.7778 -5.0006
H 2.8900 2.5546 -1.7708
H 3.0863 2.8054 -0.0155
H -1.9565 2.0628 1.6081
H -1.9158 -2.3410 -0.1723
H -1.3152 -3.7563 3.2527
H -3.4566 -2.5774 2.4906
H 0.2627 -3.0901 2.7735
H -0.7124 -2.2378 3.9691
H -2.8940 2.1218 0.0683
H 0.5802 4.4453 -2.3832
H -1.8620 -3.8165 0.8040

***

> Among the records above, which one has the lowest F_max?

C21H30ClN3O2

***

> F_max of number 4 (CH4OS)?

6.56 eV/Å

***

> Which value of F_max does entry 3 give?

0.22 eV/Å